DFT (wB97M-V/def2-TZVPD) results for 3 unconnected molecules or ions with the total composition C14H27BIO9S2.

The value obtained for the LUMO energy is 2.054 eV. The frontier orbital gap comes out at 6.522 eV. Its calculated total energy is -2345.71185 hartree. The largest force on an atom is 8.68 eV/Å. As for the net charge: -1.

```
54
C14H27BIO9S2 | the OMol25 dataset | wB97M-V/def2-TZVPD
C 2.746 -2.905 3.686
C 1.887 -2.115 2.504
O 0.427 -2.209 2.666
C -0.195 -3.079 1.656
C -0.409 -2.175 0.303
C -0.434 -0.540 0.582
O -1.321 0.064 1.418
O 0.497 0.407 -0.116
C -1.666 -3.789 2.020
O -1.503 -5.280 1.978
B -0.058 -5.433 2.343
I -0.174 -5.159 4.550
O 0.569 -4.366 1.540
H 3.918 -2.751 3.527
H 2.572 -4.062 3.702
H 2.487 -2.368 4.711
H 2.284 -2.401 1.435
H 2.160 -0.962 2.648
H -1.415 -2.411 -0.284
H 0.458 -2.346 -0.484
H 0.326 1.343 0.216
H -2.496 -3.657 1.173
H -2.217 -3.353 2.985
H 0.423 -6.511 2.263
C 0.688 5.987 0.731
C 1.122 5.226 -0.521
C 2.433 4.513 -0.192
S 2.407 4.206 1.568
O 3.459 4.985 2.186
O 2.256 2.784 1.802
C 0.849 5.009 1.885
H -0.341 6.348 0.650
H 1.341 6.855 0.880
H 0.355 4.486 -0.782
H 1.240 5.893 -1.380
H 2.518 3.562 -0.725
H 3.298 5.143 -0.414
H 0.872 5.497 2.861
H 0.067 4.244 1.864
C -2.171 -1.516 -4.719
C -1.930 -1.713 -3.223
C -1.402 -0.392 -2.666
S -2.067 0.893 -3.713
O -0.971 1.528 -4.415
O -3.054 1.650 -2.970
C -2.910 -0.193 -4.847
H -2.747 -2.341 -5.150
H -1.210 -1.462 -5.245
H -2.876 -1.969 -2.732
H -1.229 -2.532 -3.031
H -1.731 -0.230 -1.637
H -0.311 -0.343 -2.720
H -2.877 0.222 -5.856
H -3.947 -0.287 -4.511
```